# 1
Formula: C26H31NO2ReSbSe4Te
Source: the OMol25 dataset
Level of theory: wB97M-V/def2-TZVPD

The geometry in XYZ format:
```
67
Properties=species:S:1:pos:R:3:mulliken_charge:R:1
Re -0.66052 0.27826 -0.62042 0.622
Se 2.69873 -0.15389 -4.26333 -0.510
Sb 2.17571 -1.44584 -2.35164 0.665
Se 1.68527 0.37384 -0.47868 -0.511
Se -0.45382 -1.54132 -2.10186 -0.365
Se 3.23391 -3.38682 -1.54340 -0.532
C 0.63523 -3.33954 1.45972 -0.542
O -0.25251 -2.24182 1.64285 -0.342
H 0.39263 -4.17198 2.12531 0.306
H 1.67861 -3.04670 1.60368 0.237
H 0.52384 -3.67077 0.42920 0.155
H -0.25038 -1.99051 2.57014 0.238
C -2.89033 7.95233 2.96544 -1.669
C -2.30162 6.70770 2.36106 0.787
C -2.21788 6.54403 0.99028 -0.725
C -1.67405 5.39810 0.41400 0.852
C -1.73893 5.25772 -1.07963 -1.379
C -1.16890 4.40923 1.25913 0.792
Te 0.03798 2.78381 0.63009 1.510
N -1.62088 1.33969 0.88030 -0.639
C -2.68386 1.17767 0.06924 0.610
O -2.71615 0.03284 -0.55509 -0.704
C -3.69837 2.20586 -0.21182 0.498
C -4.31145 2.23493 -1.46239 -0.684
C -5.23450 3.22644 -1.74559 -0.613
C -5.56017 4.16731 -0.77460 -0.551
C -4.96684 4.12084 0.47917 -0.484
C -4.02630 3.14262 0.76165 -0.147
C 1.05930 3.75987 -1.01531 1.521
C 0.88539 3.49415 -2.37684 0.583
C -0.32777 2.85577 -3.00050 -1.673
C 1.88547 3.89542 -3.25360 -0.841
C 3.02512 4.56195 -2.82929 0.633
C 4.10070 4.92721 -3.81391 -1.541
C 3.13729 4.86875 -1.48250 -1.024
C 2.17688 4.47195 -0.56074 0.471
C 2.39609 4.81065 0.89452 -1.890
C -1.27637 4.52642 2.65751 0.704
C -0.81180 3.45536 3.61260 -2.049
C -1.84606 5.67764 3.17906 -0.936
H -3.26559 8.62595 2.19676 0.380
H -2.14090 8.48887 3.54952 0.345
H -3.71362 7.70761 3.63806 0.363
H -2.61131 7.31536 0.33646 0.338
H -2.69984 5.63330 -1.43339 0.531
H -1.66126 4.22166 -1.38912 -0.619
H -0.94742 5.82128 -1.57805 0.473
H -4.04929 1.48653 -2.19922 0.521
H -5.70595 3.26386 -2.71838 0.431
H -6.28776 4.93737 -0.99675 0.409
H -5.22893 4.84933 1.23503 0.440
H -3.55522 3.09147 1.73381 0.516
H -1.06849 2.52694 -2.27786 -0.411
H -0.03603 1.98339 -3.58967 0.491
H -0.80675 3.57432 -3.66998 0.432
H 1.76853 3.66370 -4.30699 0.481
H 3.69661 5.52534 -4.63159 0.353
H 4.53225 4.02444 -4.24960 0.319
H 4.90011 5.49280 -3.33803 0.372
H 4.00507 5.41436 -1.12793 0.351
H 3.06644 5.66477 0.97972 0.455
H 2.85494 3.97679 1.43247 0.320
H 1.46919 5.08156 1.40701 0.305
H -1.07153 2.45408 3.26896 0.326
H -1.27870 3.60088 4.58574 0.483
H 0.27106 3.49018 3.75745 0.327
H -1.93832 5.77308 4.25587 0.437
```

Orbital gap (spin up / spin down) = 5.60 / 5.61 eV
Charge = 0
E_tot = -11406.77903 a.u.
ΔE to the lowest compared entry with this formula, charge and spin = 248.2 kJ/mol
HOMO energy (spin up / spin down) = -7.53 / -7.53 eV
Strongest force on any atom = 0.0249 hartree/bohr
LUMO level (spin up / spin down) = -1.92 / -1.92 eV


# 2
Formula: C26H31O10P2V
Source: the OMol25 dataset
Level of theory: wB97M-V/def2-TZVPD

The geometry in XYZ format:
```
70
Properties=species:S:1:pos:R:3:mulliken_spin:R:1
V 0.37984 0.75822 -0.82132 2.779
C 3.93569 1.45449 -1.63630 0.004
C 3.07908 1.59185 -0.40203 0.056
C 3.14717 0.67495 0.65439 -0.008
C 4.15524 -0.44280 0.65501 -0.013
C 2.18063 0.71464 1.66936 -0.027
C 2.11967 -0.44434 2.63347 0.003
C 1.26531 1.77823 1.73025 -0.060
C 0.23955 1.89617 2.83283 -0.007
C 1.31372 2.79604 0.76411 0.088
C 0.44487 4.02165 0.89862 -0.028
C 2.16065 2.65506 -0.34330 0.053
C 2.08623 3.63292 -1.49331 0.034
H 4.65996 0.65176 -1.55104 0.001
H 4.47186 2.38015 -1.85589 0.000
H 3.30970 1.22405 -2.50266 0.003
H 3.73625 -1.32257 0.15915 0.004
H 4.42159 -0.72645 1.67151 0.001
H 5.07599 -0.16093 0.14890 0.001
H 2.88499 -0.35979 3.41103 0.000
H 2.28691 -1.38322 2.10537 -0.002
H 1.15547 -0.53232 3.12564 0.000
H 0.51438 2.68605 3.53780 0.001
H 0.12548 0.97952 3.40024 0.001
H -0.73852 2.15308 2.42288 -0.006
H -0.48855 3.90138 0.34355 0.009
H 0.95576 4.90114 0.50741 0.000
H 0.20271 4.22174 1.93972 0.000
H 2.89478 4.37006 -1.45063 0.000
H 1.13901 4.16685 -1.49652 0.004
H 2.17184 3.11762 -2.45021 -0.001
O -0.24029 2.52725 -4.16290 0.003
P -0.53608 0.96565 -3.88476 0.003
O -0.65151 0.22220 -5.13945 0.000
O 0.43649 0.51572 -2.80709 0.011
O -2.00755 1.03025 -3.15027 0.002
P -2.30421 1.77501 -1.76375 0.030
O -3.23135 3.01219 -2.18514 0.000
O -3.06008 0.86494 -0.85547 -0.003
O -0.99709 2.36558 -1.26559 0.022
H -0.18767 2.98408 -3.30738 0.000
H -4.15831 2.74404 -2.15345 0.000
O -1.04332 -0.32722 0.21837 -0.031
C -0.87659 -1.75948 0.28891 0.040
C 0.64249 -2.04105 0.03209 -0.018
O 1.09310 -3.14849 0.30072 0.008
O 1.27721 -1.07421 -0.50253 0.006
C -1.70421 -2.38227 -0.83373 -0.010
C -2.95293 -2.94513 -0.60574 -0.002
C -3.72858 -3.38342 -1.67154 0.000
C -3.26897 -3.24743 -2.97232 0.001
C -2.02152 -2.68464 -3.20781 0.011
C -1.23945 -2.26760 -2.14361 0.035
C -1.28149 -2.23526 1.67261 -0.009
C -1.15792 -3.58108 2.02004 0.001
C -1.51146 -4.01513 3.28664 0.000
C -1.99775 -3.11749 4.23014 0.000
C -2.13351 -1.78266 3.88840 0.000
C -1.77971 -1.34597 2.61614 0.000
H -1.95761 -0.06492 -0.12526 0.027
H -3.33197 -3.03456 0.40432 0.000
H -4.70257 -3.81788 -1.48044 0.000
H -3.88466 -3.56926 -3.80345 0.000
H -1.66029 -2.53790 -4.21807 0.000
H -0.27166 -1.82520 -2.34235 -0.010
H -0.76565 -4.27590 1.29191 0.000
H -1.40353 -5.06268 3.54061 0.000
H -2.27170 -3.46015 5.22060 0.000
H -2.51973 -1.07140 4.60889 0.000
H -1.89566 -0.30376 2.35371 -0.001
```

Orbital gap (spin up / spin down) = 6.90 / 8.82 eV
Charge = -1
Expectation value of S² = 3.755
E_tot = -3389.02124 a.u.
ΔE to the lowest compared entry with this formula, charge and spin = 1.5 kJ/mol
HOMO energy (spin up / spin down) = -4.33 / -6.25 eV
Strongest force on any atom = 0.0098 hartree/bohr
2S+1 = 4
LUMO level (spin up / spin down) = 2.57 / 2.57 eV


# 3
Formula: C26H31Si
Source: the OMol25 dataset
Level of theory: wB97M-V/def2-TZVPD

The geometry in XYZ format:
```
58
Properties=species:S:1:pos:R:3:mulliken_charge:R:1
C -1.18092 -2.47565 -0.52667 -0.915
Si -2.26709 -2.46914 0.99777 0.174
C -4.05782 -2.19162 0.53283 -1.062
C -2.11921 -4.09323 1.92062 -1.016
C -1.59553 -1.05492 2.08758 1.432
C -2.42846 0.00081 2.23401 -1.539
C -0.24414 -1.11986 2.65682 0.680
C 0.17661 -0.09388 3.53780 -0.631
C 1.45813 -0.08698 4.09007 -0.754
C 2.36544 -1.11016 3.77865 -0.436
C 1.97150 -2.14583 2.92123 -1.089
C 0.68610 -2.15813 2.37065 0.016
H -1.50931 -3.27249 -1.20584 0.387
H -1.24808 -1.51024 -1.04546 0.176
H -0.12863 -2.65006 -0.27210 0.372
H -4.37167 -3.00632 -0.13533 0.323
H -4.71644 -2.20613 1.41159 0.329
H -4.20691 -1.24198 0.00352 0.301
H -2.44434 -4.90760 1.25809 0.357
H -1.09246 -4.29926 2.24607 0.362
H -2.76150 -4.08466 2.81175 0.315
H -2.22036 0.81268 2.92402 0.347
H -3.39711 0.02962 1.72882 0.122
H -0.53220 0.69141 3.80937 0.396
H 1.74097 0.72062 4.77317 0.381
H 3.36594 -1.09654 4.20354 0.387
H 2.67435 -2.95307 2.69268 0.380
H 0.38686 -2.99201 1.72677 0.226
C -5.90808 6.05514 4.48442 -1.392
C -4.97445 5.32414 3.56847 1.116
C -3.88033 4.61162 4.08816 -0.739
C -3.01269 3.93196 3.24976 -0.518
C -3.21085 3.86870 1.82298 0.954
C -2.31446 3.07460 1.04938 -0.119
C -2.10525 2.98965 -0.35656 0.788
C -1.02162 2.16537 -0.83493 -0.563
C -0.76561 1.99558 -2.18573 -0.673
C -1.58365 2.59859 -3.15734 1.114
C -1.33264 2.36697 -4.61659 -1.392
C -2.61868 3.43368 -2.72139 -1.039
C -2.84555 3.67171 -1.37148 -0.444
C -4.32070 4.62148 1.32779 -0.405
C -5.14811 5.34440 2.17886 -1.075
H -6.68260 6.57540 3.91472 0.362
H -6.39833 5.35736 5.17357 0.347
H -5.37391 6.79206 5.09680 0.345
H -3.71264 4.61387 5.16624 0.406
H -2.14119 3.41890 3.66971 0.408
H -1.61476 2.47783 1.64031 0.407
H -0.38783 1.67041 -0.09060 0.397
H 0.08231 1.39004 -2.50973 0.439
H -2.09289 2.86664 -5.22254 0.372
H -0.34828 2.73895 -4.92699 0.337
H -1.35899 1.29470 -4.84082 0.347
H -3.24470 3.92282 -3.46906 0.327
H -3.59897 4.40066 -1.10041 0.270
H -4.54780 4.62259 0.26867 0.275
H -5.95833 5.94408 1.76267 0.330
```

Orbital gap = 5.16 eV
Charge = +1
E_tot = -1298.58315 a.u.
ΔE to the lowest compared entry with this formula, charge and spin = 0.0 kJ/mol
HOMO energy = -10.70 eV
Strongest force on any atom = 0.0300 hartree/bohr
LUMO level = -5.54 eV


# 4
Formula: C26H32AsMnO2
Source: the OMol25 dataset
Level of theory: wB97M-V/def2-TZVPD

The geometry in XYZ format:
```
62
Properties=species:S:1:pos:R:3:mulliken_spin:R:1
Mn -0.14086 0.13691 0.06618 4.050
C -3.49575 1.25932 -0.23460 0.017
C -2.13641 1.36211 -0.87190 -0.059
C -1.15574 2.21586 -0.31197 0.090
C 0.10652 2.37094 -0.90325 -0.037
C 1.13078 3.30652 -0.32299 0.023
C 0.40061 1.59328 -2.02708 -0.011
C -0.55571 0.75825 -2.62028 -0.008
C -0.22322 -0.01848 -3.85728 0.006
C -1.81802 0.66132 -2.03439 0.049
H -3.44689 0.74882 0.72934 -0.002
H -4.18670 0.70952 -0.86892 0.001
H -3.90421 2.25463 -0.05834 0.000
H -1.40463 2.81136 0.55892 -0.001
H 2.06692 2.78530 -0.11846 0.000
H 0.77426 3.77073 0.59481 -0.002
H 1.35172 4.10095 -1.03672 0.001
H 1.38907 1.65939 -2.46843 0.004
H -0.87236 -0.88437 -3.96843 -0.001
H 0.81712 -0.34178 -3.85369 0.001
H -0.36151 0.61810 -4.73434 0.002
H -2.55625 0.00321 -2.47560 0.004
C -0.12790 -3.82971 -1.68076 0.006
C 0.35136 -2.65346 -0.89133 0.052
O -0.39728 -1.64427 -0.88568 0.065
C 1.61355 -2.70305 -0.18268 0.015
C 2.36070 -3.89790 -0.18179 0.004
C 3.56281 -3.99895 0.47310 -0.008
C 4.06070 -2.88842 1.15934 0.004
C 3.35268 -1.70605 1.18586 0.000
C 2.13634 -1.58579 0.51461 0.024
O 1.54531 -0.38447 0.55595 -0.009
H -1.07724 -3.59153 -2.15062 -0.001
H -0.25817 -4.69494 -1.02867 0.001
H 0.59967 -4.10016 -2.44722 0.001
H 1.98183 -4.76375 -0.70592 0.000
H 4.11274 -4.92870 0.45554 0.000
H 5.01013 -2.95291 1.67445 0.000
H 3.73141 -0.83143 1.69885 0.000
C 0.93663 -0.11568 3.59594 -0.009
As -0.67432 0.12360 2.57544 -0.203
C -1.80078 -1.36196 3.07139 -0.006
C -1.56358 1.74612 3.24890 -0.014
C -1.87841 1.57183 4.70312 -0.011
C -0.93517 1.90079 5.67459 -0.013
C -1.22547 1.72544 7.01857 0.006
C -2.45939 1.21921 7.40336 -0.017
C -3.40888 0.89817 6.44187 0.005
C -3.11821 1.07230 5.09820 -0.012
H 0.68607 -0.16183 4.65398 -0.008
H 1.62278 0.70589 3.40294 0.002
H 1.39663 -1.05002 3.27800 0.004
H -2.09572 -1.23620 4.11158 -0.007
H -1.23737 -2.28552 2.95335 0.006
H -2.68565 -1.38767 2.43792 -0.003
H -2.46089 1.89264 2.64875 0.000
H -0.87116 2.56872 3.07026 0.001
H 0.02082 2.32040 5.37988 0.000
H -0.49346 1.99653 7.76750 0.000
H -2.68765 1.08879 8.45245 0.000
H -4.37819 0.52406 6.74231 0.000
H -3.86851 0.84139 4.34866 0.000
```

Orbital gap (spin up / spin down) = 5.25 / 7.30 eV
Charge = +2
Expectation value of S² = 6.292
E_tot = -4546.69722 a.u.
ΔE to the lowest compared entry with this formula, charge and spin = 18.2 kJ/mol
HOMO energy (spin up / spin down) = -14.13 / -14.17 eV
Strongest force on any atom = 0.0039 hartree/bohr
2S+1 = 5
LUMO level (spin up / spin down) = -8.87 / -6.86 eV